Below is a structure of composition C66H165ClN11O26Tl in a non-equilibrium geometry, with properties calculated with the ωB97M-V functional and the def2-TZVPD basis.

Properties
Frontier orbital gap = 0.0476 Eh
E = -157914.8968 eV
Net charge = +2
Largest force on an atom = 3.42 eV/A

Cartesian coordinates (Å):
Tl (10.045150, 13.892340, 25.447810)
Cl (7.971380, 16.109110, 21.646750)
O (8.754910, 15.822270, 22.824770)
O (6.604190, 15.765900, 21.987520)
O (8.149490, 17.414490, 21.086910)
O (8.376370, 15.192810, 20.595990)
C (3.698110, 9.827620, 16.275990)
O (3.938510, 10.958660, 17.107170)
C (5.354420, 10.948950, 17.398070)
C (5.685610, 12.098270, 18.374230)
N (4.748980, 12.029680, 19.480570)
C (4.839300, 13.331710, 20.255030)
C (4.078610, 14.437800, 19.543960)
O (2.670230, 14.339070, 19.869630)
C (1.797790, 15.348970, 19.362430)
H (4.226910, 9.829120, 15.322860)
H (2.632900, 9.864190, 16.047770)
H (3.798050, 8.881410, 16.807770)
H (5.987450, 11.019900, 16.513570)
H (5.518840, 10.013360, 17.932600)
H (5.680490, 13.084780, 17.910690)
H (6.696930, 11.965730, 18.758620)
H (3.899990, 11.938170, 18.941180)
H (5.881820, 13.634540, 20.352790)
H (4.350900, 13.320840, 21.229420)
H (4.314870, 14.466920, 18.480270)
H (4.438340, 15.414330, 19.868110)
H (1.941380, 15.601290, 18.311800)
H (1.768040, 16.305230, 19.884700)
H (0.819340, 14.871330, 19.413470)
C (11.422740, 11.996950, 28.486360)
O (11.866820, 12.697790, 27.333300)
C (13.237830, 13.117620, 27.412680)
C (13.695960, 13.785930, 26.078860)
N (12.876680, 14.949160, 25.879680)
C (13.262880, 15.652790, 24.678220)
C (13.058550, 14.954190, 23.325950)
O (11.733240, 14.463590, 23.121150)
C (11.570790, 13.943060, 21.766050)
H (10.377040, 12.151350, 28.752410)
H (11.933820, 12.282180, 29.405900)
H (11.474530, 10.928200, 28.278580)
H (13.815750, 12.262550, 27.763340)
H (13.274310, 13.923340, 28.145880)
H (13.750590, 13.099190, 25.234170)
H (14.729110, 14.126550, 26.147330)
H (13.258400, 15.537860, 26.606200)
H (14.342060, 15.800130, 24.720100)
H (12.869860, 16.669210, 24.701350)
H (13.579240, 13.997500, 23.284180)
H (13.453730, 15.603030, 22.544330)
H (10.682610, 13.364740, 21.511560)
H (12.281450, 13.133870, 21.597910)
H (11.803270, 14.643990, 20.964330)
C (8.701210, 10.265980, 26.644370)
O (8.438380, 11.644110, 26.663670)
C (7.237130, 11.989640, 27.282230)
C (6.901040, 13.449750, 27.299070)
N (7.187450, 14.184380, 26.093410)
C (6.266800, 13.903710, 24.957140)
C (6.664400, 12.670730, 24.096440)
O (8.066240, 12.587580, 23.762130)
C (8.320970, 11.553970, 22.787980)
H (8.570590, 9.775980, 27.609220)
H (9.689060, 9.984430, 26.279700)
H (7.984260, 9.726340, 26.025610)
H (7.205590, 11.671950, 28.324430)
H (6.459090, 11.402980, 26.793780)
H (7.475150, 13.963470, 28.070160)
H (5.888160, 13.650240, 27.648310)
H (7.017010, 15.124820, 26.419920)
H (6.234430, 14.691360, 24.204370)
H (5.243750, 13.732940, 25.292260)
H (6.169850, 12.697810, 23.125470)
H (6.275710, 11.778120, 24.586610)
H (7.909080, 10.638160, 23.211930)
H (9.387700, 11.415900, 22.611560)
H (7.850870, 11.880320, 21.860290)
C (5.171540, 18.488100, 18.956910)
O (5.778130, 19.765080, 19.057270)
C (5.316560, 20.771180, 18.202820)
C (6.077290, 22.048620, 18.446430)
N (5.434660, 23.169980, 17.654410)
C (6.110930, 24.427850, 17.694650)
C (7.666440, 24.446270, 17.706780)
O (8.095080, 25.819620, 17.999090)
C (9.510310, 25.889070, 18.119270)
H (5.663490, 17.842890, 19.684790)
H (5.301920, 18.195190, 17.915130)
H (4.103450, 18.572260, 19.157420)
H (4.271750, 20.915120, 18.478070)
H (5.367120, 20.449990, 17.162440)
H (7.112920, 21.810950, 18.203360)
H (6.049950, 22.266370, 19.514110)
H (4.570090, 23.313430, 18.156440)
H (5.878610, 24.871090, 18.662970)
H (5.659300, 25.020630, 16.899190)
H (8.078090, 24.121500, 16.751180)
H (8.039680, 23.671030, 18.375950)
H (9.905320, 25.580890, 17.151240)
H (9.926690, 25.235700, 18.885970)
H (9.754660, 26.941520, 18.263260)
C (19.007590, 10.835010, 18.859940)
O (17.836410, 10.819640, 19.635440)
C (17.248990, 9.595380, 19.788510)
C (15.865430, 9.705230, 20.412840)
N (14.897650, 10.550870, 19.658940)
C (13.511360, 10.351900, 20.124460)
C (12.435150, 11.075620, 19.317750)
O (11.092050, 10.714960, 19.686470)
C (10.220440, 11.379140, 18.749610)
H (18.995490, 10.371250, 17.873590)
H (19.813370, 10.428910, 19.471410)
H (19.240540, 11.898320, 18.803290)
H (17.755530, 9.014190, 20.559060)
H (17.179590, 9.116050, 18.812020)
H (15.802830, 9.972590, 21.467690)
H (15.489360, 8.684480, 20.481720)
H (15.338710, 11.457950, 19.606260)
H (13.350040, 10.580960, 21.177840)
H (13.421970, 9.270030, 20.026140)
H (12.573480, 10.860800, 18.258120)
H (12.561490, 12.144280, 19.491250)
H (10.460770, 11.110410, 17.720960)
H (10.390020, 12.455740, 18.765920)
H (9.188000, 11.098570, 18.958060)
C (3.072210, 18.142560, 21.930720)
O (3.414290, 19.161280, 22.820430)
C (4.707530, 19.620800, 22.470840)
C (5.272690, 20.567310, 23.586860)
N (4.517620, 21.804360, 23.732300)
C (4.323650, 22.694150, 22.577410)
C (5.665630, 23.363740, 22.100630)
O (5.365570, 24.121110, 20.924060)
C (4.892960, 25.403680, 21.195960)
H (2.860900, 18.454460, 20.907890)
H (2.190680, 17.644620, 22.334510)
H (3.879310, 17.415460, 21.841060)
H (4.646290, 20.100270, 21.493880)
H (5.405370, 18.785090, 22.522980)
H (6.336240, 20.786510, 23.492410)
H (5.155140, 19.983270, 24.499650)
H (3.565740, 21.592740, 23.995440)
H (3.817960, 23.560710, 23.003370)
H (3.674180, 22.199000, 21.855520)
H (6.397990, 22.671610, 21.685040)
H (6.219630, 23.861020, 22.896810)
H (5.282980, 25.901590, 22.083690)
H (3.812330, 25.345970, 21.326310)
H (4.908010, 26.091250, 20.350310)
C (12.193910, 26.764950, 21.804870)
O (11.254130, 25.689720, 21.850450)
C (11.395450, 24.791400, 22.859310)
C (10.465030, 23.561700, 22.607090)
N (10.778180, 22.853450, 21.363130)
C (9.721110, 21.886410, 21.068010)
C (10.194290, 21.197230, 19.727860)
O (10.298530, 22.174060, 18.713340)
C (10.523400, 21.717540, 17.394660)
H (13.226220, 26.415360, 21.789990)
H (12.146540, 27.379930, 22.703570)
H (12.003270, 27.310200, 20.880500)
H (11.212970, 25.258570, 23.827070)
H (12.393930, 24.354350, 22.870660)
H (9.420000, 23.846790, 22.728510)
H (10.607160, 22.767750, 23.340270)
H (10.845070, 23.566040, 20.650500)
H (8.779680, 22.395870, 20.862460)
H (9.504760, 21.144810, 21.836990)
H (9.437610, 20.493430, 19.381150)
H (11.105290, 20.680140, 20.029170)
H (10.872170, 22.557430, 16.793790)
H (9.645130, 21.359770, 16.857330)
H (11.321520, 20.978150, 17.328270)
C (13.511880, 16.899290, 19.211840)
O (13.103390, 17.237180, 20.516830)
C (11.787310, 17.778160, 20.648600)
C (11.397120, 17.944000, 22.145040)
N (12.303660, 18.661190, 23.060710)
C (12.392500, 20.070060, 22.633570)
C (13.378390, 20.872830, 23.565730)
O (14.744770, 20.547930, 23.359410)
C (15.632270, 21.163060, 24.314550)
H (13.520570, 17.821650, 18.631090)
H (12.833840, 16.162480, 18.781170)
H (14.477990, 16.396380, 19.254590)
H (11.075170, 17.086390, 20.198710)
H (11.616380, 18.690060, 20.076470)
H (11.279930, 16.970300, 22.620730)
H (10.367410, 18.293310, 22.221070)
H (13.182600, 18.256420, 22.771350)
H (11.414680, 20.542110, 22.538050)
H (12.745250, 20.162580, 21.606380)
H (13.027090, 20.758530, 24.591220)
H (13.204410, 21.927040, 23.350140)
H (15.494660, 22.223470, 24.103110)
H (16.648560, 20.784920, 24.203750)
H (15.288930, 21.029140, 25.340360)
C (14.830390, 20.354260, 15.353600)
O (14.084170, 19.270250, 14.907320)
C (12.835070, 19.012810, 15.579420)
C (12.177590, 17.710680, 15.002010)
N (11.268360, 17.079620, 15.933910)
C (9.992820, 17.806990, 16.203540)
C (9.065580, 16.855280, 16.964160)
O (8.662120, 15.821210, 16.112310)
C (7.667500, 14.966880, 16.685470)
H (15.822880, 20.512520, 14.931680)
H (15.124110, 20.158400, 16.384840)
H (14.237860, 21.260560, 15.228530)
H (12.113960, 19.796510, 15.347220)
H (12.944470, 18.976400, 16.663310)
H (13.070850, 17.088280, 15.054830)
H (11.805630, 17.662660, 13.978560)
H (11.111330, 16.144950, 15.584870)
H (9.516500, 18.146590, 15.283820)
H (10.181180, 18.664760, 16.849180)
H (8.167350, 17.308850, 17.383150)
H (9.590680, 16.396240, 17.801810)
H (7.352810, 14.145010, 16.042360)
H (6.777120, 15.566000, 16.876180)
H (8.157190, 14.462620, 17.518550)
C (3.467610, 16.609180, 24.984060)
O (2.237280, 16.129650, 24.350530)
C (2.300610, 14.870910, 23.711940)
C (0.960370, 14.531850, 22.989310)
N (0.158170, 13.736730, 23.905810)
C (-1.214940, 13.445110, 23.463550)
C (-1.923630, 12.504320, 24.496150)
O (-2.298030, 13.195660, 25.659840)
C (-2.863580, 12.389950, 26.752390)
H (4.143090, 16.723470, 24.136250)
H (3.759180, 15.956700, 25.807080)
H (3.238950, 17.606760, 25.359080)
H (2.578200, 14.093950, 24.424250)
H (3.098360, 14.942490, 22.972630)
H (1.272420, 14.056680, 22.059290)
H (0.515670, 15.491280, 22.725040)
H (0.017060, 14.315300, 24.721560)
H (-1.169820, 12.862100, 22.543680)
H (-1.910170, 14.281490, 23.391240)
H (-1.284680, 11.663070, 24.764730)
H (-2.815500, 12.082600, 24.032660)
H (-2.115070, 11.674570, 27.093090)
H (-3.690470, 11.776590, 26.394420)
H (-3.129370, 12.996730, 27.618000)
C (9.555940, 20.665970, 25.095220)
O (9.188950, 19.806490, 26.160750)
C (10.237120, 18.956040, 26.506750)
C (10.137660, 17.686620, 25.631680)
N (9.015400, 16.750860, 25.916310)
C (7.737730, 17.394500, 25.407840)
C (6.823450, 17.738250, 26.562140)
O (6.175010, 16.579240, 26.983410)
C (5.420400, 16.715080, 28.143320)
H (10.128480, 20.132920, 24.336170)
H (10.104810, 21.553780, 25.409260)
H (8.664710, 21.019960, 24.577050)
H (10.222510, 18.690680, 27.563860)
H (11.198760, 19.448600, 26.362790)
H (11.054600, 17.137920, 25.846730)
H (10.228120, 17.913870, 24.569470)
H (8.981450, 16.752740, 26.925740)
H (7.254190, 16.571700, 24.881270)
H (7.872320, 18.195510, 24.680950)
H (5.988560, 18.332130, 26.190170)
H (7.340950, 18.308000, 27.333950)
H (4.447080, 17.158160, 27.932500)
H (5.980780, 17.253790, 28.907430)
H (5.187420, 15.733170, 28.555230)

Cartesian forces, eV/Å:
Tl -0.73 0.52 -0.32
Cl 0.07 -3.07 -1.52
O 0.61 1.07 0.42
O -0.57 1.16 0.06
O -0.36 1.01 1.17
O 0.20 -0.26 0.08
C -1.85 0.13 0.09
O 1.72 -0.24 -0.74
C -0.57 0.78 1.16
C 0.35 -1.21 -0.03
N 0.71 1.87 0.28
C -1.03 -0.56 -0.98
C -0.59 1.14 0.25
O 0.96 0.20 -0.49
C -0.31 -0.77 -0.44
H 0.37 0.13 0.18
H -0.03 0.12 -0.19
H 0.61 -0.03 0.13
H -0.18 -0.10 -0.24
H 0.47 -0.16 -0.08
H -0.13 0.13 -0.44
H 0.26 -0.10 -0.07
H -1.12 -0.02 0.86
H 0.04 -0.20 0.08
H 0.24 -0.68 0.22
H -0.61 -0.41 -0.41
H 0.17 0.18 0.54
H 0.43 -0.26 -0.21
H 0.37 -0.09 0.58
H -0.13 0.31 0.12
C -0.31 -0.57 0.27
O -0.24 0.48 -0.29
C -0.37 0.37 -0.55
C 0.20 -1.79 0.92
N -0.37 0.07 -0.37
C 0.36 0.40 -1.19
C -0.23 -1.30 0.73
O -1.45 0.58 -1.24
C 1.12 -0.91 0.02
H -0.23 0.57 -0.71
H 0.54 -0.11 -0.19
H 0.46 -0.13 0.31
H 0.42 0.15 -0.29
H 0.23 -0.05 0.43
H -0.73 -0.09 0.00
H 0.41 -0.18 0.50
H -0.85 0.56 0.51
H 0.48 0.09 -0.18
H -0.43 -0.11 -0.23
H 1.14 0.27 0.12
H -0.41 0.13 -0.25
H -0.83 0.94 0.90
H 0.81 -0.07 0.36
H -0.33 0.61 0.38
C -0.62 -1.21 0.11
O 1.36 0.94 -0.05
C -1.16 -1.21 0.34
C 1.00 0.49 0.33
N -0.76 -0.58 -1.23
C 1.28 -0.51 -0.99
C 0.48 -0.20 -0.18
O 0.03 0.26 0.72
C -0.52 0.61 0.71
H 0.16 0.34 0.49
H 0.09 0.75 -0.05
H -0.23 0.17 -0.44
H 0.23 -0.26 0.27
H -0.42 0.07 -0.15
H 0.45 -0.17 0.19
H -0.55 -0.61 -0.20
H 0.24 0.59 -0.63
H 0.30 0.65 0.57
H -0.17 -0.08 0.23
H -0.53 0.41 0.03
H 0.53 -0.50 0.11
H -0.08 -0.29 -0.50
H 0.01 0.30 0.26
H -0.13 -0.42 -0.18
C 0.13 1.15 -0.63
O 1.26 0.05 1.09
C -1.16 -0.54 0.27
C -0.28 0.15 -0.71
N 1.25 -2.52 1.34
C 1.18 1.02 0.50
C -0.63 0.74 -0.73
O -0.66 -2.07 0.39
C -0.49 0.13 -0.95
H -0.01 -0.07 -0.23
H -0.04 -0.76 -0.02
H -0.20 -0.16 0.07
H -0.53 0.32 -0.38
H 0.03 0.08 -0.26
H 0.09 0.60 -0.37
H -0.01 0.18 0.20
H -0.56 -0.03 -0.42
H -0.17 0.56 0.10
H 0.39 0.41 0.03
H 0.04 0.28 -0.48
H 0.16 0.53 0.75
H 0.50 -0.04 -0.09
H -0.12 0.09 0.27
H 0.08 -0.18 0.25
C 0.85 1.00 1.13
O -0.35 1.34 -0.39
C -1.14 -0.46 0.95
C -1.48 0.02 -0.72
N 0.51 -0.92 0.42
C 0.47 -0.33 -0.40
C 0.16 -0.27 0.08
O 0.41 0.50 -0.66
C 0.49 -0.36 0.24
H -0.50 -0.12 0.04
H 0.27 -0.47 -0.22
H 0.09 -0.05 -0.54
H 0.71 -0.60 -0.37
H -0.03 -0.52 0.09
H 0.82 0.56 0.32
H -0.20 -0.23 -0.51
H -0.71 0.50 0.00
H 0.17 0.17 0.44
H -0.57 -0.05 0.05
H 0.13 0.07 -0.14
H 0.01 0.35 -0.21
H 0.01 -0.45 -0.11
H -0.31 0.28 0.41
H 0.15 0.15 0.17
C -0.75 -0.98 -0.04
O 0.59 0.64 0.15
C 0.64 0.65 1.16
C -1.31 0.03 -0.58
N -0.28 0.04 -0.17
C 1.96 0.88 1.45
C -0.84 -1.76 -1.77
O 1.11 0.35 0.52
C -2.03 0.93 0.02
H -0.09 0.55 -0.03
H 0.03 0.00 -0.05
H 0.20 -0.29 0.13
H 0.49 -0.04 -0.18
H 0.14 -0.32 -0.72
H -0.01 -0.10 -0.47
H -0.02 0.15 0.25
H 0.02 -0.34 0.63
H -0.63 -0.13 -0.17
H 0.39 0.27 -0.72
H -0.11 -0.67 0.31
H -0.55 0.61 0.11
H 0.50 -0.21 -0.04
H -0.38 -0.06 0.52
H 0.95 -0.28 -0.27
C 0.04 -0.58 0.20
O -0.24 1.22 -1.71
C -0.02 -2.17 0.73
C 0.72 0.09 0.45
N -0.72 0.53 1.27
C 0.78 0.41 -2.82
C -1.57 0.03 0.99
O 0.36 0.42 0.21
C 0.55 0.28 -0.25
H 0.12 -0.41 -0.22
H -0.44 0.31 -0.05
H -0.10 0.12 0.32
H -0.19 -0.12 0.33
H 0.53 0.15 0.09
H -0.39 0.27 -0.44
H 0.26 0.37 0.79
H -0.06 -0.23 -0.61
H -0.41 0.15 -0.01
H 0.51 0.02 0.18
H -0.05 -0.53 0.29
H 0.43 0.10 -0.71
H 0.02 0.24 0.26
H -0.42 -0.33 0.41
H -0.01 -0.27 0.23
C -0.52 0.02 0.16
O -0.20 0.26 1.28
C -0.19 -0.49 0.32
C -0.21 -1.05 0.32
N -0.58 0.68 -1.61
C 1.74 0.37 0.61
C -1.07 0.15 -0.98
O -0.30 -1.05 0.48
C -1.49 0.46 -0.62
H 0.26 -0.21 -0.48
H -0.35 0.11 -0.30
H 0.15 0.46 0.14
H -0.28 -0.34 0.11
H 0.60 0.36 -0.02
H 0.17 -0.50 -0.45
H -0.02 0.61 -0.29
H 0.76 -0.01 0.52
H -0.05 -0.01 0.80
H 0.48 -0.10 -0.21
H 0.34 -0.44 0.42
H 0.15 0.39 -0.21
H 0.88 0.35 0.22
H -0.25 0.15 -0.28
H -0.04 -0.38 0.14
C -0.12 0.47 1.30
O -0.78 -1.67 -0.70
C -0.68 0.60 -1.75
C 2.37 -0.35 1.64
N -0.92 1.05 0.15
C 0.38 -1.46 0.47
C -0.06 -0.22 0.16
O -0.47 -0.91 -1.41
C 0.92 0.20 -0.19
H -0.38 -0.57 -1.09
H -0.43 0.45 0.64
H 0.18 0.34 0.32
H 0.16 0.74 0.15
H 0.15 -0.38 0.11
H 0.00 -0.58 -0.60
H 0.03 0.90 -0.17
H -0.49 -0.16 0.26
H -0.11 0.08 -0.21
H 0.18 0.11 -0.06
H 0.00 0.65 0.01
H 0.32 0.19 0.36
H 0.37 0.36 -0.70
H -0.06 -0.11 0.70
H -0.61 0.25 0.77
C -1.84 -0.33 -1.41
O -0.22 0.58 1.13
C 0.16 0.53 -0.50
C 1.70 0.42 1.03
N -1.26 0.70 -0.67
C -0.23 -1.87 1.31
C 0.11 -0.21 -0.13
O -0.47 0.48 1.43
C 1.08 -0.22 -1.34
H 0.86 -0.23 0.46
H 0.36 -0.15 -0.23
H -0.08 -0.11 0.05
H -0.11 -0.31 0.14
H 0.25 -0.22 -0.37
H -0.54 -0.55 0.06
H -0.32 0.21 -0.10
H 0.38 -0.05 0.61
H -0.07 0.29 -0.20
H 0.34 0.55 -0.38
H 0.35 -0.12 -0.10
H -0.20 -0.03 -0.29
H 0.29 -0.05 0.02
H -0.33 0.31 -0.04
H -0.09 0.34 -0.55
C -0.42 0.06 -0.61
O -0.32 1.00 0.27
C -0.17 -0.77 -0.61
C 1.35 -0.99 0.41
N 0.49 2.83 -0.97
C -0.09 -2.10 0.51
C -0.76 1.13 -1.27
O 0.87 -1.33 0.38
C -0.59 -0.21 0.81
H 0.28 -0.10 0.03
H 0.20 -0.09 0.33
H -0.26 -0.05 0.28
H -0.48 0.04 0.16
H 0.25 -0.09 -0.30
H 0.23 -0.20 0.06
H -0.44 0.05 0.05
H -0.29 -0.46 0.44
H -0.30 0.22 -0.43
H 0.43 -0.05 0.37
H 0.23 0.91 -0.24
H -0.01 -0.18 0.39
H 0.04 0.51 0.06
H -0.18 0.27 0.07
H 0.21 -0.17 -0.15

Atomic partial charges in e from the Mulliken method, atoms 1 to 6: 1.136 0.927 -0.809 -0.678 -0.060 -0.482